Below is C6H11N in the gas phase, with properties calculated with ωB97M-V with the def2-TZVPD basis set.

ORCA input file:
```
! RIJCOSX wB97M-V def2-TZVPD def2/J DEFGRID3
* xyz 0 1
C 0.21268 -1.95316 -0.65812
C 0.53423 -0.35241 -0.46371
C 0.66759 -0.32030 0.98097
C 0.17309 1.02767 1.10476
N -0.80151 1.97201 1.33034
C -1.16988 0.92170 0.33562
C -0.59428 0.62844 -0.91204
H -0.65937 -2.23030 0.16521
H -0.02023 -2.04421 -1.71277
H 1.25827 -2.63267 -0.68008
H 1.26857 -0.23074 -1.21030
H 0.61267 -1.26628 1.62710
H 1.64010 0.05996 1.14616
H 0.74072 1.48855 0.27280
H -0.60084 2.78299 0.85808
H -1.88956 0.17994 0.90916
H -1.37103 0.41669 -1.74339
H -0.00122 1.55210 -1.34980
*
```

Output
gap between HOMO and LUMO: 8.8082 eV
structure (SMILES): CC1C[C@@H]2N[C@H]2C1
E_LUMO: 0.936 eV

=====

Below is C6H11N in the gas phase, with properties calculated with ωB97M-V with the def2-TZVPD basis set.

ORCA input file:
```
! RIJCOSX wB97M-V def2-TZVPD def2/J DEFGRID3
* xyz 0 1
C -0.70694 -1.24018 -1.34391
C 0.03569 -0.54924 -0.50736
C -0.77983 0.53818 0.18246
C -0.94803 0.62753 1.52210
C -1.56903 1.86782 2.15823
N 1.48176 -0.61841 -0.36233
C 2.27717 -0.83902 -1.56086
H -1.54037 -0.77606 -1.94592
H -0.38415 -2.29607 -1.62909
H -1.44883 1.00130 -0.62888
H -0.74311 -0.25520 2.18267
H -0.81179 2.32298 2.91227
H -2.57584 1.63936 2.71674
H -1.89068 2.55766 1.40639
H 1.74866 0.14389 0.30719
H 2.25701 -1.83896 -1.92891
H 1.86834 -0.05553 -2.28985
H 3.29430 -0.54503 -1.27031
*
```

Output
gap between HOMO and LUMO: 8.7957 eV
structure (SMILES): C=C(/C=C/C)NC
E_LUMO: 1.102 eV

=====

Below is an isolated ion of composition C6H11N2 and charge +1, with properties calculated with ωB97M-V with the def2-TZVPD basis set.

ORCA input file:
```
! RIJCOSX wB97M-V def2-TZVPD def2/J DEFGRID3
* xyz 1 1
H -2.95757 2.07804 0.71851
N -3.10514 1.24624 0.23244
C -2.23744 0.45093 0.04527
C -1.80418 -0.85340 -0.53347
C -1.13899 -1.34199 0.72095
C -0.74089 -0.01979 0.12774
C 0.83693 0.49775 -0.39909
C 1.82120 -0.41032 -1.23966
N 1.45721 0.87349 0.94702
H -2.12070 -1.56151 -1.22714
H -1.51704 -1.39983 1.77544
H -0.46487 -2.05091 0.30987
H 0.69248 1.42598 -0.89832
H 1.73779 -1.47020 -0.89256
H 2.91984 -0.03452 -1.05822
H 1.69588 -0.46828 -2.39469
H 2.38118 1.25191 0.65880
H 1.50868 0.12702 1.56240
H 1.03561 1.65941 1.54472
*
```

Output
gap between HOMO and LUMO: 8.9354 eV
structure (SMILES): [H]/N=C1/[C@@H]2C[C@]12[C@H](C)[NH3+]
E_LUMO: -3.736 eV

=====

Below is an isolated ion of composition C6H11N2O and charge +1, with properties calculated with ωB97M-V with the def2-TZVPD basis set.

ORCA input file:
```
! RIJCOSX wB97M-V def2-TZVPD def2/J DEFGRID3
* xyz 1 1
C 1.25438 -2.35966 1.82891
C 1.02859 -1.36668 0.65226
C -0.15448 -0.52849 0.89021
N -0.42947 0.45755 0.09866
C -1.53292 1.34806 0.27169
C -1.83478 1.99710 -0.92472
N -1.03257 1.51936 -1.92051
C 0.01787 0.72142 -1.46056
O 1.24766 1.21695 -1.78186
H 0.27506 -2.75488 2.02153
H 1.87220 -3.16387 1.32036
H 1.71509 -1.72747 2.67724
H 1.87212 -0.80952 0.63838
H 0.79721 -1.97679 -0.18750
H -0.83636 -0.76330 1.76541
H -2.00592 1.32958 1.28141
H -2.53287 2.85566 -0.99881
H -0.95875 2.09246 -2.71141
H -0.19017 -0.29808 -1.97244
H 1.42811 2.21060 -1.48824
*
```

Output
gap between HOMO and LUMO (spin up / spin down): 8.2738 / 8.2730 eV
structure (SMILES): CC/C=[N+]1/C=CN[C@H]1O
E_LUMO (spin up / spin down): -4.404 / -4.405 eV

=====

Below is an isolated ion of composition C6H11N2O and charge +1, with properties calculated with ωB97M-V with the def2-TZVPD basis set.

ORCA input file:
```
! RIJCOSX wB97M-V def2-TZVPD def2/J DEFGRID3
* xyz 1 1
C 1.26299 -1.19313 0.83960
C 1.38953 0.12209 0.93435
C 1.27446 0.88987 -0.35744
C 2.39673 1.53025 -0.67372
C 0.03734 0.80169 -1.18105
O -0.82374 -0.38007 -1.06079
C -1.66873 -0.54408 -0.10142
N -1.96362 0.34376 0.78217
N -2.07840 -1.77857 0.00032
H 1.15573 -1.81802 1.77096
H 1.40317 -1.65048 -0.11942
H 1.18623 0.69176 1.77936
H 2.63323 2.13609 -1.50908
H 3.19829 1.31831 0.01294
H -0.64880 1.69183 -0.99302
H 0.10445 0.91979 -2.23477
H -1.47403 1.25165 0.82630
H -2.70159 0.17177 1.48786
H -2.83788 -2.12498 0.55359
H -1.84536 -2.37954 -0.75674
*
```

Output
gap between HOMO and LUMO: 10.1524 eV
structure (SMILES): C=CC(=C)COC(N)=[NH2+]
E_LUMO: -3.073 eV

=====

Below is a 2-piece molecular cluster, C6H11N2O2 overall, with properties calculated with ωB97M-V with the def2-TZVPD basis set.

ORCA input file:
```
! RIJCOSX wB97M-V def2-TZVPD def2/J DEFGRID3
* xyz 1 1
C 1.16592 2.11860 -1.87510
C -1.06255 -0.39207 1.68474
C -1.22835 -1.86162 1.56689
C 0.27309 0.14568 1.00651
C -0.84734 -2.31075 0.15583
C -0.29609 -0.15850 -0.36894
N -0.52709 -1.41815 -0.66202
N 1.34414 0.85471 -1.63356
O -0.07109 2.53931 -1.91989
O 2.67214 0.42331 -1.45860
H 1.86734 2.90445 -1.82000
H -1.87066 0.21406 1.24028
H -1.05203 -0.25256 2.85664
H -0.64643 -2.36370 2.45718
H -2.25285 -1.97076 1.67881
H 0.52207 1.11971 1.12870
H 1.09229 -0.44933 1.35262
H 2.83139 -0.05724 -2.25973
H -0.76083 -3.24186 -0.20587
H -0.91945 0.55373 -0.94587
H -0.23359 3.60296 -1.97861
*
```

Output
gap between HOMO and LUMO: 9.1663 eV
E_LUMO: -4.504 eV

=====

Below is a 2-piece molecular cluster, C6H11N2O4 overall, with properties calculated with ωB97M-V with the def2-TZVPD basis set.

ORCA input file:
```
! RIJCOSX wB97M-V def2-TZVPD def2/J DEFGRID3
* xyz -1 1
C 1.63812 1.48298 -0.08220
C 1.53224 -1.24377 -0.15421
C -1.36870 1.14199 0.41209
C -0.73471 0.16268 -1.71471
C -1.22461 -1.30133 0.12148
C 0.78348 0.06444 0.09932
N 0.68190 -0.00204 2.08412
N -0.62181 0.00638 -0.26338
O 2.78082 1.26877 0.07407
O 2.05811 -1.84537 0.80520
O 0.98264 2.46325 -0.42338
O 1.49907 -1.67154 -1.33500
H -1.54219 0.72074 1.43657
H -0.65077 1.90880 0.57403
H -2.35613 1.28272 -0.06344
H -0.44977 -0.78867 -2.19404
H -1.75112 0.36459 -2.04257
H -0.05515 0.77665 -2.20449
H -0.72023 -1.56425 0.98926
H -2.23771 -1.08958 0.28028
H -0.94997 -1.95133 -0.62756
H 1.47934 0.68473 2.25100
H 1.22714 -0.87085 1.97758
*
```

Output
gap between HOMO and LUMO: 7.8256 eV
E_LUMO: 3.147 eV

=====

Below is C6H11N2OP in the gas phase, with properties calculated with ωB97M-V with the def2-TZVPD basis set.

ORCA input file:
```
! RIJCOSX wB97M-V def2-TZVPD def2/J DEFGRID3
* xyz 0 1
C 0.07965 0.91755 2.48310
P 0.52039 0.43407 0.79190
C 0.89753 -1.31404 0.85909
O 1.58892 1.35234 0.24386
C -0.89917 0.68095 -0.29425
N -0.64408 0.19587 -1.56817
C -0.51740 0.71233 -2.76588
C -0.04853 -0.23330 -3.71261
C 0.15888 -1.38124 -2.88101
N -0.22786 -1.09038 -1.64338
H -1.02720 1.30903 2.31448
H 0.15212 0.10045 3.23134
H 0.76207 1.80627 2.66745
H 2.00980 -1.36367 0.72777
H 0.58376 -1.68405 1.83854
H 0.38373 -1.75295 0.02485
H -1.78281 0.12546 0.31050
H -1.12807 1.83775 -0.31178
H -0.96988 1.75439 -2.93693
H 0.04934 -0.01962 -4.77466
H 0.39278 -2.40927 -3.15428
*
```

Output
gap between HOMO and LUMO: 9.8312 eV
structure (SMILES): CP(C)(=O)Cn1cccn1
E_LUMO: 0.762 eV

=====

Values of energy relative to the best compared isomer or geometry (same formula, charge and spin), in order: 184.46 73.71 132.73 70.82 51.66 137.82 24.03 12.18, all in kcal per mole.